[1]
Here is 5 unconnected molecules or ions with the total composition C33H50BF2N3O14S2 in a non-equilibrium geometry from the Open Molecules 2025 dataset. Energies are from ωB97M-V/def2-TZVPD.

* HOMO level: -8.9 eV
* structure (SMILES): Cc1cccc(CB(CCCSC(=S)n2ccnc2)N(C(=O)F)C(=O)F)c1.CCOC(=O)OC.CCOC(=O)OC.CCOC(=O)OC.CCOC(=O)OC
* HOMO-LUMO gap: 0.315 hartree

```
! RIJCOSX wB97M-V def2-TZVPD def2/J DEFGRID3
* xyz 0 1
C 5.09400 4.71581 -2.41578
C 4.17853 3.67588 -1.85232
C 4.17392 3.32574 -0.50455
C 3.31332 2.33634 -0.05149
C 2.45216 1.66451 -0.90549
C 2.45085 1.99235 -2.26448
C 1.56710 1.24526 -3.24769
B 2.31392 -0.11076 -3.52517
C 1.86019 -1.42788 -2.77577
C 3.04135 -2.29224 -2.26084
C 3.42032 -1.93426 -0.82020
S 4.99425 -2.66401 -0.33065
C 6.15603 -1.51907 -0.92876
S 5.78756 -0.16433 -1.74586
N 7.46507 -1.88686 -0.61502
C 8.52310 -1.01303 -0.51008
C 9.61021 -1.76719 -0.20452
N 9.25642 -3.09398 -0.11592
C 7.97819 -3.15026 -0.35057
N 3.46274 -0.22467 -4.44812
C 3.82935 0.96476 -5.12466
O 3.22594 1.54884 -5.94512
F 5.00703 1.38219 -4.72484
C 3.39522 -1.33154 -5.33399
O 4.25417 -2.09623 -5.51874
F 2.23014 -1.44119 -5.93949
C 3.30785 2.99897 -2.70856
H 5.78671 4.22842 -3.10234
H 4.56228 5.45280 -3.00707
H 5.70045 5.19517 -1.65633
H 4.85014 3.83474 0.16496
H 3.31307 2.06321 0.99517
H 1.79706 0.88605 -0.54655
H 0.62577 1.04746 -2.74303
H 1.37002 1.83954 -4.13423
H 1.24933 -1.17008 -1.91657
H 1.28225 -2.03262 -3.47804
H 2.73318 -3.33518 -2.26813
H 3.91868 -2.21280 -2.89319
H 3.45457 -0.86671 -0.63253
H 2.70255 -2.40139 -0.15030
H 8.45439 0.04375 -0.65066
H 10.60811 -1.40592 -0.05916
H 7.36715 -4.03223 -0.35322
H 3.29132 3.26299 -3.75746
C -1.15839 5.02444 2.91972
C 0.24129 4.45320 2.97995
O 1.11592 5.08649 2.03519
C 1.58902 6.27562 2.39973
O 1.36848 6.84240 3.43869
O 2.36052 6.73326 1.41240
C 2.89915 8.03677 1.64267
H -1.54438 4.98160 1.90045
H -1.82545 4.46138 3.57358
H -1.16889 6.06836 3.23170
H 0.22960 3.40073 2.70150
H 0.66070 4.52659 3.98313
H 3.41290 8.08338 2.60008
H 2.10737 8.78326 1.60562
H 3.60821 8.22209 0.84095
C -5.61363 -0.48109 4.49483
C -4.28893 -0.12243 3.85851
O -3.83875 1.17972 4.26336
C -3.27131 1.23869 5.46714
O -3.08465 0.31338 6.21268
O -2.93705 2.50883 5.70228
C -2.36562 2.73781 6.99355
H -6.35401 0.29596 4.30041
H -5.98488 -1.42537 4.09778
H -5.51691 -0.57665 5.57575
H -4.39308 -0.06805 2.77583
H -3.52443 -0.86692 4.07849
H -1.52986 2.06619 7.17490
H -3.12208 2.61459 7.76658
H -2.01225 3.76500 6.99490
C -0.45939 -7.90024 -0.68098
C -0.79978 -6.43154 -0.55014
O -0.08101 -5.63463 -1.50472
C -0.57932 -5.63906 -2.74050
O -1.56773 -6.21682 -3.10835
O 0.21032 -4.88145 -3.50408
C -0.16769 -4.83919 -4.88373
H 0.61951 -8.04754 -0.61995
H -0.93877 -8.47194 0.11328
H -0.79448 -8.29447 -1.63954
H -0.49364 -6.05788 0.42526
H -1.87038 -6.25744 -0.65212
H -1.21314 -4.56078 -4.99313
H 0.01656 -5.80352 -5.35358
H 0.45945 -4.08527 -5.35214
C -10.62387 -3.33019 -0.02766
C -10.90377 -2.61208 1.27485
O -9.71843 -2.00243 1.80842
C -9.37049 -0.84637 1.24733
O -9.96159 -0.27302 0.37032
O -8.24621 -0.42649 1.83165
C -7.71802 0.78281 1.28218
H -9.80826 -4.04317 0.09882
H -11.51165 -3.86599 -0.36282
H -10.33192 -2.62650 -0.80627
H -11.22987 -3.31987 2.03453
H -11.68685 -1.86359 1.15952
H -8.47029 1.56756 1.25917
H -7.33295 0.60114 0.27990
H -6.90091 1.09040 1.92948
*
```

[2]
Here is C9H11O2P in the gas phase in a non-equilibrium geometry from the Open Molecules 2025 dataset. Energies are from ωB97M-V/def2-TZVPD.

* HOMO level: -7.7 eV
* structure (SMILES): CC1=CC[C@](C)(C(=O)P=O)C=C1
* HOMO-LUMO gap: 0.239 hartree
* energy relative to the best compared isomer or geometry (same formula, charge and spin): 538.96 kJ/mol

```
! RIJCOSX wB97M-V def2-TZVPD def2/J DEFGRID3
* xyz 0 1
C -1.19327 -0.43287 1.21737
C -0.11625 0.30415 1.34784
C -1.05085 -0.34666 -1.24981
C -1.61600 -0.84834 -0.13766
C 1.85090 -0.71871 0.13915
C 0.01500 0.65417 -1.09872
C 0.65683 0.71005 0.20293
C -2.71312 -1.86341 -0.25637
C 1.48534 2.03028 0.33906
O 1.30813 -1.74722 0.35394
O 4.49212 -0.19020 0.31351
P 3.48711 -0.39001 -0.70817
H -1.59770 -0.80376 2.19348
H 0.05004 0.67321 2.37924
H -1.41805 -0.61190 -2.15714
H 0.65717 0.51863 -1.91463
H -0.36545 1.63415 -1.38845
H -3.26249 -1.63683 0.59531
H -2.37316 -2.84464 -0.17477
H -3.36661 -1.61685 -1.21945
H 0.80240 3.00957 0.20241
H 2.21480 2.27995 -0.38748
H 2.05311 2.23723 1.40841
*
```

[3]
Here is a molecular structure, C45H37F6N5O6PReS4Si in a non-equilibrium geometry from the Open Molecules 2025 dataset. Energies are from ωB97M-V/def2-TZVPD.

* HOMO level (spin up / spin down): -7.8 / -7.8 eV
* <S²>: 2.02
* HOMO-LUMO gap (spin up / spin down): 0.291 / 0.212 hartree
* energy relative to the best compared isomer or geometry (same formula, charge and spin): 0.00 kJ/mol

```
! RIJCOSX wB97M-V def2-TZVPD def2/J DEFGRID3
* xyz 0 3
Re 0.76245 -1.22816 -1.39873
C 2.00538 2.94916 0.04859
O 1.42536 1.87524 -0.69331
C 1.08551 2.09230 -1.96153
S 1.20262 3.54690 -2.71789
S 0.50844 0.70544 -2.82312
H 2.10001 2.59540 1.07172
H 1.36358 3.82830 0.00700
H 2.98718 3.19306 -0.35500
F 2.72713 -0.66028 -0.82277
P 4.31442 -0.38327 -1.41052
F 4.81358 -0.55727 0.09382
F 3.68045 -0.22161 -2.88136
F 4.06141 1.18118 -1.15067
F 4.45242 -1.97504 -1.63156
F 5.79777 -0.12365 -1.94131
C -3.84725 2.85044 -4.49912
C -3.43199 1.55076 -4.25605
C -3.25252 1.11335 -2.95365
C -3.47528 1.96672 -1.87471
C -3.91560 3.26778 -2.13561
C -4.09594 3.70720 -3.43595
Si -3.33022 1.37951 -0.11247
C -4.91229 0.52561 0.38929
C -6.11662 1.22046 0.24255
C -7.33258 0.57506 0.38511
C -7.36674 -0.77891 0.69105
C -6.18148 -1.47551 0.87372
C -4.96464 -0.83027 0.71602
C -2.68846 2.74832 0.99950
C -3.04768 2.88710 2.34315
C -2.45829 3.85674 3.14052
C -1.50537 4.71250 2.60575
C -1.14529 4.59712 1.27000
C -1.73146 3.62404 0.47530
H -3.97270 3.19745 -5.51629
H -3.23450 0.87482 -5.07806
H -2.93440 0.09922 -2.77512
H -4.11024 3.94548 -1.31024
H -4.42230 4.72216 -3.62345
H -6.09878 2.27549 -0.01192
H -8.25644 1.12010 0.24049
H -8.31520 -1.29458 0.76485
H -6.21110 -2.52822 1.12378
H -4.04350 -1.39128 0.82961
H -3.82156 2.24863 2.76191
H -2.74553 3.95134 4.18049
H -1.05935 5.48111 3.22340
H -0.41647 5.27277 0.84051
H -1.45632 3.54818 -0.57312
O -2.01479 -2.39482 -1.90191
C -0.99452 -1.90769 -1.74343
O -2.11492 0.16515 -0.00282
C -1.12248 0.02500 0.81527
N -1.24282 0.27937 2.12159
C 0.01133 0.03409 2.80935
C 0.91412 -0.30566 1.60564
O 2.09057 -0.52335 1.63441
N 0.09857 -0.40506 0.47449
C -0.06333 -1.23363 3.68989
C -1.29146 -1.75561 4.07300
C -1.34883 -2.89184 4.86885
C -0.18468 -3.51984 5.27613
C 1.04516 -2.99021 4.90990
C 1.10733 -1.84428 4.13315
C 0.43499 1.19962 3.68956
C -0.52364 1.83844 4.47055
C -0.15564 2.84494 5.34776
C 1.17475 3.21744 5.46198
C 2.13372 2.57630 4.69381
C 1.76907 1.56818 3.81243
H -1.96200 0.88629 2.48285
H -2.21050 -1.28711 3.74295
H -2.31148 -3.28781 5.16577
H -0.23077 -4.41981 5.87538
H 1.96336 -3.47001 5.22208
H 2.07158 -1.44979 3.85142
H -1.56425 1.53816 4.42708
H -0.91246 3.32692 5.95365
H 1.46303 3.99691 6.15494
H 3.17583 2.85336 4.78437
H 2.52850 1.06214 3.23116
N 7.61581 -2.53444 -4.95239
C 6.24964 -2.72520 -4.98039
C 5.69659 -3.97255 -4.66812
C 4.32851 -4.11576 -4.58004
C 3.50816 -3.02067 -4.82062
C 4.03896 -1.81984 -5.27229
C 5.40326 -1.68133 -5.37209
S 1.80436 -3.10785 -4.41376
O 1.08046 -2.11641 -5.14472
O 1.38672 -4.48461 -4.48584
N 1.62729 -2.67030 -2.79691
C 1.78034 -3.55184 -1.80435
S 2.32738 -5.18933 -1.73845
C 2.05602 -5.20098 -0.01987
C 1.53990 -4.03079 0.39889
N 1.37501 -3.11168 -0.60336
H 8.13725 -3.18509 -4.39145
H 7.91114 -1.57807 -4.85060
H 6.34921 -4.81065 -4.45570
H 3.88505 -5.06710 -4.33572
H 3.36667 -1.00818 -5.51117
H 5.84115 -0.74396 -5.68982
H 2.30020 -6.06626 0.57157
H 1.26797 -3.77140 1.41132
*
```

[4]
Here is a molecular structure, C36H76ClO32P4 in a non-equilibrium geometry from the Open Molecules 2025 dataset. Energies are from ωB97M-V/def2-TZVPD.

* HOMO level: -7.1 eV
* HOMO-LUMO gap: 0.335 hartree
* energy relative to the best compared isomer or geometry (same formula, charge and spin): 2741.15 kJ/mol

```
! RIJCOSX wB97M-V def2-TZVPD def2/J DEFGRID3
* xyz -1 1
Cl 0.79940 -1.65296 -0.28537
O 0.87844 -1.53514 -1.71003
O 0.42827 -3.03104 0.05002
O 2.08571 -1.31426 0.25040
O -0.14801 -0.68670 0.19788
C -1.10485 1.26568 1.59552
C -2.04628 0.69637 2.65895
O -2.09368 1.81538 3.53403
C -0.99248 2.53928 3.43237
O -0.66784 3.38551 4.17984
O -0.46194 2.38578 2.14021
H -1.66761 1.60879 0.72737
H -0.44152 0.45769 1.28688
H -1.55155 -0.08519 3.23559
H -3.00729 0.32181 2.30643
C -1.27792 -2.74004 -2.47983
C -0.10154 -3.41710 -3.15313
O -0.63203 -4.71553 -3.68198
C -1.85387 -4.91339 -3.12910
O -2.56294 -5.92953 -3.23544
O -2.24218 -3.77503 -2.39976
H -1.60110 -1.86966 -3.05089
H -0.91615 -2.39481 -1.51131
H 0.69387 -3.60659 -2.43236
H 0.38101 -2.79895 -3.91019
C 0.60717 -6.34658 0.33214
C -0.14870 -5.34715 -0.51690
O -0.62989 -6.15864 -1.55065
C -0.42345 -7.48444 -1.33203
O -0.76258 -8.40668 -2.08117
O 0.16429 -7.59866 -0.16263
H 0.36571 -6.19498 1.38419
H 1.65605 -6.12175 0.13878
H 0.55835 -4.64889 -0.96480
H -0.93406 -4.81523 0.02012
C -2.14457 -2.12544 0.89263
C -1.79442 -3.54272 0.39869
O -3.06961 -4.20294 0.32918
C -4.00098 -3.29912 0.22390
O -5.20542 -3.46290 -0.03607
O -3.48904 -2.06635 0.48339
H -1.54867 -1.43947 0.29060
H -1.98790 -1.84141 1.93326
H -1.26132 -4.18008 1.10415
H -1.23092 -3.56347 -0.53411
C 1.31187 -1.47549 -4.30158
C 0.33628 -1.87181 -5.46113
O -0.36167 -0.72816 -5.84437
P -1.67894 -0.23497 -5.01291
O -2.57319 -1.31096 -4.50692
O -1.08142 0.69331 -3.78689
C -1.84650 1.11868 -2.70683
C -1.45331 0.24655 -1.46844
O -2.35266 0.80487 -6.10954
C -1.63653 1.84472 -6.82013
C -2.76492 2.52938 -7.56267
H 2.01311 -2.29213 -4.12998
H 1.85186 -0.58849 -4.63286
H 0.87275 -1.12277 -3.36839
H 0.89388 -2.09670 -6.37031
H -0.32197 -2.68466 -5.15441
H -1.66113 2.17037 -2.48845
H -2.91943 1.03154 -2.87811
H -1.45016 -0.83570 -1.59821
H -0.41797 0.45568 -1.19927
H -2.09912 0.25252 -0.59038
H -1.27935 2.69608 -6.24073
H -0.90978 1.50835 -7.55958
H -2.23978 3.10887 -8.32197
H -3.27597 1.79638 -8.18689
H -3.49862 3.14797 -7.04582
C 0.55095 5.25904 2.38678
C 1.07026 3.90337 1.92767
O 2.52163 3.89489 1.88162
P 3.48527 2.88249 2.73590
O 3.06976 2.70934 4.14866
O 4.99605 3.49087 2.51831
C 6.15450 3.17079 3.30208
C 6.89450 2.03165 2.59619
O 3.44962 1.49006 1.92060
C 3.89256 1.47858 0.56161
C 3.68055 0.05239 0.04392
H 0.55170 5.97031 1.56084
H -0.50399 5.23702 2.66012
H 1.13544 5.74763 3.16636
H 0.60528 3.05630 2.43205
H 0.73046 3.75881 0.90212
H 6.81701 4.03563 3.33728
H 5.83441 2.93456 4.31689
H 6.89574 2.08543 1.50752
H 7.90381 1.96461 3.00224
H 6.33862 1.12949 2.85156
H 3.36110 2.18443 -0.07668
H 4.93153 1.80014 0.48914
H 2.65525 -0.30659 -0.04544
H 4.05743 -0.11160 -0.96562
H 4.22513 -0.55093 0.77025
C 1.86257 1.51865 -0.79508
C 0.42329 1.83053 -0.40853
O -0.37687 2.60365 -1.29716
P -1.22162 3.79068 -0.67704
O -0.36756 4.86668 -0.11047
O -2.21117 3.13315 0.40268
C -3.37729 3.82512 0.73518
C -4.01995 3.27646 2.13280
O -2.31406 4.33379 -1.79034
C -1.84685 5.05811 -2.96083
C -1.52425 4.03521 -4.05940
H 2.41923 2.45269 -0.71891
H 2.35030 0.76493 -0.17692
H 1.94986 1.09146 -1.79406
H -0.16500 0.92840 -0.24069
H 0.39963 2.33560 0.55711
H -3.16342 4.87454 0.93786
H -4.13638 3.75350 -0.04377
H -3.31090 3.24604 2.96010
H -4.84632 3.96727 2.30020
H -4.50153 2.30462 2.02460
H -2.67039 5.61578 -3.40676
H -1.04404 5.76145 -2.73969
H -1.19871 4.45118 -5.01287
H -0.83612 3.26306 -3.71534
H -2.39878 3.43290 -4.30535
C -1.10324 -0.46259 7.17424
C -0.69506 -0.32640 5.66776
O -0.26491 -1.61538 5.30817
P 0.14929 -1.85225 3.79145
O -0.86513 -1.59587 2.78247
O 1.50415 -1.00335 3.69903
C 1.74645 -0.29998 2.50105
C 1.43917 1.17035 2.73791
O 0.70387 -3.40591 3.79961
C 1.29117 -3.92643 2.68402
C 1.17493 -5.50055 2.57032
H -1.64024 -1.39259 7.36087
H -0.29826 -0.35891 7.90182
H -1.78160 0.34597 7.44659
H -1.57358 -0.08824 5.06812
H 0.13535 0.37775 5.61594
H 2.81714 -0.42750 2.34150
H 1.24397 -0.74625 1.64288
H 0.55457 1.27851 3.36551
H 2.25186 1.72682 3.20479
H 1.26265 1.64498 1.77269
H 0.92152 -3.43245 1.78543
H 2.35426 -3.70526 2.77906
H 1.68222 -5.81062 1.65675
H 1.62014 -5.96918 3.44798
H 0.11793 -5.76532 2.54304
*
```